The following is a DFT calculation (ωB97M-V/def2-TZVPD) of a single C4H5NO2 molecule.

Gap between HOMO and LUMO (alpha / beta): 0.2734 / 0.2901 Ha
E_HOMO (alpha / beta): -7.2 / -7.5 eV
E_LUMO (alpha / beta): 0.0070 / 0.0129 hartree

Last column: natural (NBO) charge in e.
Element x y z (Å)
1 H 2.01778 1.88146 0.77449  0.4027
2 C -1.35554 0.34116 -0.00621  0.1234
3 O -0.13990 -1.71977 0.00483  -0.4701
4 N 2.09061 1.23639 -0.00094  -0.7582
5 C 1.34206 0.14596 0.08253  0.2225
6 H -3.20471 0.86128 0.08453  0.4629
7 H 2.14077 1.68582 -0.90737  0.3992
8 H -2.14420 -1.69553 -0.08268  0.1812
9 H 1.83888 -1.90333 0.02834  0.2230
10 C 1.07036 -1.12561 0.01588  0.0697
11 O -2.32347 1.26303 0.02450  -0.6983
12 C -1.33264 -0.97085 -0.01790  -0.1580



The following is a DFT calculation (ωB97M-V/def2-TZVPD) of a molecular structure, C27H16BrF3IrN5O9S.

Gap between HOMO and LUMO (alpha / beta): 0.2290 / 0.1327 Ha
E_HOMO (alpha / beta): -6.4 / -8.3 eV
E_LUMO (alpha / beta): -0.0069 / -0.1724 hartree
2S+1: 5

Last column: natural (NBO) charge in e.
Element x y z (Å)
1 H -6.86131 -13.82515 -15.60531  0.4314
2 C -14.82621 -6.53559 -17.85607  -0.1950
3 C -7.06407 -13.30733 -20.05826  -0.2138
4 C -8.39708 -9.01531 -14.92227  0.2527
5 F -14.06303 -10.85108 -15.84143  -0.3129
6 H -13.60582 -6.72230 -14.07981  0.2296
7 Br -7.90971 -11.49596 -11.59431  0.1046
8 O -11.33481 -7.20131 -18.72982  -0.7066
9 C -6.44757 -14.49826 -20.35972  -0.1971
10 H -8.15343 -11.07227 -18.27026  0.4758
11 C -8.24361 -9.46284 -13.59424  -0.1820
12 C -13.03615 -6.72049 -16.20677  -0.1704
13 N -4.47730 -7.19299 -18.98111  -0.3285
14 H -11.96219 -6.87172 -15.97624  0.2186
15 H -8.48141 -5.76548 -14.66191  0.2175
16 O -11.46059 -9.37970 -16.49537  -0.9616
17 H -5.72629 -15.73264 -17.23062  0.2286
18 H -5.47315 -16.25479 -19.78145  0.2283
19 C -12.51386 -6.53779 -18.74343  0.7849
20 H -17.82737 -5.16032 -15.23027  0.1586
21 O -11.58872 -9.94768 -18.78037  -0.9254
22 S -11.98294 -10.52322 -17.40216  2.2038
23 N -6.61177 -3.59193 -19.11309  -0.3099
24 N -8.76431 -7.52569 -18.50720  -0.4334
25 O -11.46558 -11.80381 -16.96882  -0.8871
26 C -8.51752 -9.97399 -15.97799  0.2346
27 C -13.42812 -6.57117 -17.53650  -0.1723
28 C -7.78750 -12.22157 -16.67218  0.3393
29 C -6.13482 -15.11899 -18.02690  -0.2610
30 H -9.91435 -6.65559 -14.07576  0.2003
31 C -13.94747 -6.59935 -15.12307  -0.3039
32 O -12.89877 -5.99804 -19.78664  -0.5711
33 H -8.23506 -6.93211 -13.35879  0.1817
34 C -6.68896 -4.68889 -18.73472  0.2763
35 C -8.22270 -11.78485 -14.32260  -0.2532
36 C -15.27317 -6.46552 -15.45639  0.3165
37 C -5.95718 -15.36878 -19.38558  -0.1893
38 H -7.33288 -12.64772 -20.87364  0.2415
39 H -18.27246 -6.91377 -15.34194  0.1651
40 H -8.04203 -8.74192 -12.79201  0.2333
41 C -5.43539 -6.64381 -18.63215  0.2859
42 O -16.38450 -6.40982 -14.66318  -0.4969
43 C -15.67877 -6.39246 -16.78706  0.2005
44 F -14.52895 -9.48331 -17.56235  -0.2926
45 C -13.87812 -10.61604 -17.19153  0.7765
46 F -14.41666 -11.65272 -17.85953  -0.2958
47 C -6.66874 -6.03684 -18.31953  -0.4942
48 N -7.10137 -13.38554 -16.50981  -0.5282
49 H -6.25418 -14.74369 -21.44046  0.2293
50 C -8.19087 -10.81886 -13.31306  -0.0990
51 H -15.17349 -6.53565 -18.88616  0.2559
52 C -7.15813 -13.01497 -18.70011  0.1220
53 N -7.76494 -11.97204 -17.98805  -0.4811
54 O -8.55310 -7.72726 -15.31273  -0.4685
55 H -8.06465 -12.81921 -14.01426  0.2240
56 C -7.81228 -6.83031 -18.40975  0.4982
57 C -8.28833 -11.33210 -15.63994  0.0642
58 O -17.05675 -6.21469 -16.86660  -0.4764
59 C -17.49998 -6.14650 -15.54357  0.2348
60 O -8.61256 -9.69643 -17.28775  -0.7707
61 C -8.82863 -6.71561 -14.26802  -0.2550
62 Ir -10.10456 -8.49021 -17.99617  1.4194
63 C -6.77204 -13.95006 -17.72164  0.1989



The following is a DFT calculation (ωB97M-V/def2-TZVPD) of a molecular structure, C25H19N6O2SSn.

Gap between HOMO and LUMO: 0.2551 Ha
E_HOMO: -15.9 eV
E_LUMO: -0.3282 hartree
Total charge: +3

Last column: natural (NBO) charge in e.
Element x y z (Å)
1 C 1.30404 -2.64134 2.84749  -0.2256
2 C -4.65928 -1.09940 -1.32111  -0.1040
3 H -5.15377 0.60832 -0.15178  0.2288
4 N -2.04269 -0.56588 -0.61029  -0.5227
5 C -3.62431 2.11675 1.40339  -0.2929
6 C 0.63862 -5.06650 -1.49881  -0.0729
7 C -3.64057 -1.90912 -1.78012  -0.2062
8 C 1.11401 3.78272 2.60065  -0.1908
9 C -3.12456 3.11252 2.19304  0.3393
10 H 4.36038 2.99394 2.08132  0.2608
11 H 2.94860 4.69497 3.24509  0.2582
12 C -3.03537 0.21123 -0.14204  0.1453
13 H 0.50629 4.52966 3.09208  0.2277
14 C 1.09484 -3.33206 0.21234  0.3945
15 H 3.22438 1.19155 0.80760  0.2095
16 C -0.91777 2.55557 1.74174  0.3400
17 H 1.97877 -5.20517 0.75574  0.2605
18 S 1.75905 -1.41579 -2.40559  -0.2622
19 N -1.35247 1.56343 0.95807  -0.4637
20 C 0.81067 -5.16096 -2.82295  -0.0196
21 C 0.80085 -1.78977 1.89115  0.0484
22 N 0.93415 -3.74304 -1.14437  -0.3802
23 H -3.83579 -2.75509 -2.42458  0.2611
24 C -4.35072 -0.02739 -0.49469  -0.1925
25 C 1.73757 -3.89425 2.44070  -0.0845
26 H -1.50195 4.20190 3.05471  0.2775
27 H -4.68398 1.93735 1.28179  0.2564
28 H -5.68704 -1.29110 -1.59996  0.2610
29 C 1.29582 -3.05253 -2.26309  0.2828
30 N 1.31901 1.83203 1.25453  -0.4836
31 C 1.56276 -3.60901 -4.67881  -0.4148
32 H -1.51272 -2.19566 -1.75663  0.2058
33 H 2.16288 -4.59167 3.15159  0.2641
34 O -6.36839 4.15190 3.10901  -0.2320
35 C 0.55986 2.73885 1.88168  0.0922
36 C -2.65227 1.33950 0.76997  0.2422
37 C 1.63183 -4.24277 1.10572  -0.2323
38 Sn 0.39567 -0.04052 -0.57717  1.3837
39 N 0.69172 -2.11371 0.58376  -0.5764
40 C 2.49700 3.88567 2.68585  -0.1218
41 C 2.64292 1.93871 1.33642  0.0684
42 H 0.30111 -5.79372 -0.78049  0.2626
43 H 1.20187 -2.61769 -4.93362  0.2428
44 O -4.04492 4.01956 2.92207  -0.3981
45 C -5.25449 4.05721 2.99116  1.1431
46 H 0.67330 -5.99917 -3.48561  0.2690
47 N 1.21416 -3.91511 -3.28287  -0.3148
48 H 1.36464 -2.32975 3.88113  0.2616
49 H 2.64136 -3.64381 -4.80929  0.2448
50 C -1.81334 3.39349 2.40988  -0.2746
51 H 1.09275 -4.34819 -5.31975  0.2418
52 H 0.46012 -0.79733 2.16913  0.2134
53 C -2.34594 -1.59769 -1.40336  0.0762
54 C 3.28066 2.94782 2.04507  -0.1978